Computed, not measured: the molecule C2H9N4P, with ωB97M-V/def2-TZVPD.

Calculated values
Structure (SMILES): C=NP(N)(N)=NC
Energy above the lowest of the compared OMol25 structures with the same formula, charge and spin, kcal/mol: 31.36
Max |F|, eV/A: 5.2
Molar mass, g/mol: 120.1
LUMO energy, eV: 0.9
Calculated total energy, eV: -17467.8259
Frontier orbital gap, eV: 9.20

The geometry in XYZ format:
```
16
C2H9N4P, DFT ωB97M-V/def2-TZVPD
C 0.51 -2.36 0.36
N 1.26 -1.41 -0.04
P 0.34 0.47 0.26
N 1.19 1.08 1.55
N 1.07 1.21 -1.03
N -1.25 0.56 0.48
C -2.08 0.52 -0.63
H 0.85 -3.27 -0.10
H -0.35 -2.32 1.05
H 2.19 0.90 1.51
H 0.80 0.65 2.36
H 2.02 0.95 -1.18
H 0.41 1.20 -1.84
H -1.68 1.26 -1.38
H -2.99 1.00 -0.27
H -2.29 -0.46 -1.10
```

Partial atomic charges computed with the Mulliken method, in multiples of e:
1. C -0.2708
2. N -0.5066
3. P 0.7267
4. N -0.5991
5. N -0.5627
6. N -0.4259
7. C -0.8058
8. H 0.2885
9. H 0.2816
10. H 0.2995
11. H 0.2716
12. H 0.2826
13. H 0.2334
14. H 0.2742
15. H 0.2906
16. H 0.2221